(1)
{"formula": "C56H144N8O18", "method": "ωB97M-V with the def2-TZVPD basis set", "gap_ev": 8.6, "e_homo_ev": -8.15, "lumo_ha": 0.0177, "charge": 0, "spin_multiplicity": 1, "smiles": "COC[C@H](C)N.COC[C@H](C)N.COCCNCCOC.COCCNCCOC.COCCNCCOC.COCCNCCOC.COCCNCCOC.COCCNCCOC.CC(C)O.CC(C)O.CC(C)O.CC(C)O", "elements": ["C", "O", "C", "C", "C", "N", "H", "H", "H", "H", "H", "H", "H", "H", "H", "H", "H", "C", "O", "C", "C", "C", "N", "H", "H", "H", "H", "H", "H", "H", "H", "H", "H", "H", "C", "O", "C", "C", "N", "C", "C", "O", "C", "H", "H", "H", "H", "H", "H", "H", "H", "H", "H", "H", "H", "H", "H", "H", "C", "O", "C", "C", "N", "C", "C", "O", "C", "H", "H", "H", "H", "H", "H", "H", "H", "H", "H", "H", "H", "H", "H", "H", "C", "O", "C", "C", "N", "C", "C", "O", "C", "H", "H", "H", "H", "H", "H", "H", "H", "H", "H", "H", "H", "H", "H", "H", "C", "O", "C", "C", "N", "C", "C", "O", "C", "H", "H", "H", "H", "H", "H", "H", "H", "H", "H", "H", "H", "H", "H", "H", "C", "O", "C", "C", "N", "C", "C", "O", "C", "H", "H", "H", "H", "H", "H", "H", "H", "H", "H", "H", "H", "H", "H", "H", "C", "O", "C", "C", "N", "C", "C", "O", "C", "H", "H", "H", "H", "H", "H", "H", "H", "H", "H", "H", "H", "H", "H", "H", "C", "C", "C", "O", "H", "H", "H", "H", "H", "H", "H", "H", "C", "C", "C", "O", "H", "H", "H", "H", "H", "H", "H", "H", "C", "C", "C", "O", "H", "H", "H", "H", "H", "H", "H", "H", "C", "C", "C", "O", "H", "H", "H", "H", "H", "H", "H", "H"], "positions_angstrom": [[1.132, 5.160, -3.359], [-0.200, 4.917, -2.900], [-0.384, 3.843, -1.999], [-0.222, 2.530, -2.697], [-1.360, 2.254, -3.612], [-0.142, 1.398, -1.743], [1.870, 4.919, -2.593], [1.165, 6.220, -3.608], [1.328, 4.548, -4.240], [0.294, 3.977, -1.157], [-1.321, 3.972, -1.457], [0.727, 2.436, -3.224], [-2.325, 2.405, -3.127], [-1.415, 1.263, -4.062], [-1.301, 3.015, -4.389], [-0.938, 1.492, -1.129], [-0.237, 0.462, -2.109], [-3.838, 1.091, 4.533], [-4.627, 0.816, 3.358], [-4.907, -0.581, 3.222], [-5.289, -0.985, 1.783], [-6.438, -0.145, 1.146], [-5.720, -2.415, 1.800], [-2.931, 0.487, 4.570], [-4.469, 0.906, 5.402], [-3.565, 2.141, 4.425], [-4.055, -1.216, 3.465], [-5.750, -0.820, 3.870], [-4.411, -0.842, 1.153], [-6.179, 0.911, 1.070], [-7.359, -0.190, 1.726], [-6.796, -0.474, 0.171], [-6.056, -2.591, 0.865], [-4.869, -2.942, 1.934], [-2.738, 9.201, 6.056], [-1.517, 8.870, 5.386], [-1.042, 9.859, 4.463], [0.193, 9.329, 3.824], [-0.068, 8.036, 3.190], [-1.170, 8.020, 2.217], [-1.379, 6.592, 1.762], [-1.259, 5.650, 2.831], [-1.377, 4.326, 2.375], [-3.617, 9.373, 5.435], [-2.633, 10.058, 6.721], [-2.936, 8.359, 6.719], [-0.784, 10.794, 4.959], [-1.881, 10.168, 3.840], [0.958, 9.220, 4.593], [0.644, 10.000, 3.093], [-0.312, 7.383, 3.921], [-1.144, 8.795, 1.451], [-2.054, 8.279, 2.800], [-0.695, 6.365, 0.945], [-2.373, 6.615, 1.316], [-1.416, 3.654, 3.231], [-0.566, 4.048, 1.701], [-2.362, 4.196, 1.927], [-3.258, 1.930, 0.004], [-1.937, 1.412, 0.316], [-1.897, 0.881, 1.659], [-0.386, 0.596, 1.965], [0.044, -0.519, 1.156], [1.429, -0.493, 0.927], [1.967, -1.621, 0.083], [1.374, -1.582, -1.171], [2.008, -2.418, -2.137], [-3.726, 2.606, 0.719], [-3.944, 1.117, -0.231], [-3.151, 2.393, -0.977], [-2.375, -0.088, 1.797], [-2.327, 1.683, 2.259], [-0.182, 0.495, 3.031], [0.200, 1.465, 1.663], [-0.456, -0.459, 0.280], [1.878, -0.519, 1.919], [1.714, 0.417, 0.400], [1.612, -2.535, 0.559], [3.056, -1.565, 0.080], [1.299, -2.342, -2.962], [2.171, -3.453, -1.839], [2.891, -1.933, -2.555], [1.830, -2.080, -6.190], [1.864, -2.804, -7.467], [3.129, -3.321, -7.812], [3.196, -3.876, -9.222], [2.970, -2.796, -10.209], [2.851, -3.201, -11.626], [2.616, -2.073, -12.566], [1.387, -1.525, -12.134], [1.213, -0.254, -12.707], [2.424, -1.166, -6.159], [2.327, -2.677, -5.426], [0.866, -1.744, -5.809], [3.356, -4.149, -7.140], [3.802, -2.491, -7.598], [2.466, -4.677, -9.343], [4.208, -4.246, -9.381], [2.053, -2.483, -9.924], [2.093, -3.968, -11.787], [3.802, -3.663, -11.890], [2.565, -2.429, -13.595], [3.388, -1.306, -12.500], [0.211, 0.103, -12.465], [1.198, -0.261, -13.796], [1.917, 0.510, -12.377], [7.184, -0.287, 5.816], [5.952, -0.283, 6.489], [5.498, -1.612, 6.725], [3.973, -1.629, 7.087], [3.029, -1.034, 6.075], [2.974, 0.406, 6.222], [1.926, 1.113, 5.303], [2.066, 2.554, 5.361], [1.491, 3.214, 4.239], [7.016, -0.618, 4.791], [8.024, -0.838, 6.238], [7.564, 0.735, 5.816], [6.082, -1.920, 7.593], [5.635, -2.242, 5.846], [3.654, -1.235, 8.052], [3.768, -2.687, 7.249], [3.240, -1.307, 5.126], [3.936, 0.891, 6.055], [2.644, 0.734, 7.208], [0.935, 0.797, 5.629], [2.058, 0.811, 4.264], [0.520, 2.720, 4.202], [2.033, 2.977, 3.323], [1.412, 4.276, 4.472], [-5.088, -0.764, -3.036], [-4.130, -1.171, -2.050], [-3.131, -2.010, -2.540], [-2.101, -2.266, -1.383], [-2.703, -3.126, -0.367], [-1.827, -3.257, 0.789], [-2.292, -4.312, 1.864], [-3.374, -3.699, 2.586], [-3.951, -4.552, 3.566], [-4.644, -0.177, -3.840], [-5.781, -0.059, -2.577], [-5.680, -1.604, -3.400], [-2.618, -1.361, -3.250], [-3.427, -2.983, -2.930], [-1.861, -1.329, -0.881], [-1.226, -2.716, -1.851], [-3.587, -2.717, -0.102], [-1.807, -2.244, 1.188], [-0.762, -3.430, 0.627], [-1.583, -4.525, 2.664], [-2.548, -5.260, 1.392], [-4.406, -5.362, 2.996], [-4.602, -3.854, 4.092], [-3.274, -4.826, 4.375], [-2.024, -0.117, 7.863], [-1.772, -0.626, 6.554], [-0.777, -1.678, 6.564], [-0.593, -2.270, 5.182], [0.729, -2.806, 5.028], [1.072, -3.214, 3.656], [2.618, -3.432, 3.403], [3.298, -2.147, 3.669], [4.575, -2.022, 3.116], [-2.654, 0.772, 7.878], [-1.072, 0.193, 8.294], [-2.483, -0.917, 8.445], [-0.993, -2.503, 7.243], [0.171, -1.250, 6.890], [-0.849, -1.611, 4.353], [-1.192, -3.180, 5.152], [1.407, -2.180, 5.438], [0.761, -2.422, 2.975], [0.467, -4.107, 3.500], [2.942, -3.792, 2.426], [3.098, -4.163, 4.054], [5.274, -2.760, 3.511], [4.946, -1.058, 3.466], [4.572, -2.160, 2.035], [0.243, -5.792, -1.085], [0.854, -6.524, -2.273], [0.352, -6.040, -3.625], [2.240, -6.233, -2.274], [-0.771, -6.133, -0.878], [0.275, -4.717, -1.265], [0.928, -5.792, -0.238], [0.757, -7.610, -2.236], [0.258, -4.954, -3.613], [-0.583, -6.457, -3.998], [1.103, -6.246, -4.387], [2.626, -6.893, -2.855], [4.938, 2.377, -1.182], [3.571, 2.076, -1.818], [3.552, 0.646, -2.384], [2.624, 2.235, -0.786], [5.463, 1.503, -0.798], [4.901, 3.134, -0.398], [5.589, 2.894, -1.887], [3.227, 2.825, -2.531], [2.573, 0.369, -2.773], [3.809, -0.113, -1.646], [4.214, 0.519, -3.240], [1.727, 2.026, -1.055], [5.580, -2.737, -4.958], [5.542, -3.532, -3.625], [4.562, -4.782, -3.620], [6.795, -4.178, -3.419], [4.658, -2.155, -4.967], [5.558, -3.367, -5.848], [6.526, -2.201, -4.878], [5.455, -2.865, -2.767], [3.625, -4.323, -3.304], [4.790, -5.513, -2.845], [4.351, -5.268, -4.573], [7.107, -4.476, -4.277], [-8.190, 1.863, -0.838], [-7.817, 3.316, -0.746], [-6.374, 3.676, -0.234], [-7.882, 3.891, -2.033], [-9.063, 1.590, -1.431], [-8.367, 1.391, 0.128], [-7.322, 1.338, -1.235], [-8.597, 3.746, -0.118], [-5.604, 3.343, -0.931], [-6.202, 3.128, 0.693], [-6.155, 4.740, -0.142], [-8.799, 3.752, -2.282]], "forces_ev_per_a": [[-0.8, -0.3, 0.3], [-0.4, 0.4, 0.0], [1.1, 0.9, 0.6], [0.1, -3.1, 0.4], [-0.9, 1.1, -1.4], [0.3, 1.1, 1.3], [0.1, 0.1, 0.2], [0.2, -0.1, -0.1], [0.2, 0.1, -0.2], [0.8, -0.4, 0.0], [-0.6, -0.1, -0.7], [0.1, 0.7, -0.4], [0.0, 0.0, 0.3], [0.5, 0.0, 0.0], [-0.4, -0.1, -0.5], [0.2, -0.1, 0.5], [0.3, 0.1, -0.8], [-0.7, 0.0, -1.1], [0.7, -0.7, -0.1], [-0.7, 0.3, -0.7], [-1.4, 0.3, -0.3], [0.1, 0.0, 0.8], [0.2, 1.4, 0.0], [0.0, -0.2, 0.1], [0.2, 0.1, 0.3], [0.0, 0.0, 0.4], [0.3, 0.1, 0.4], [-0.1, -0.3, 0.2], [0.3, 0.0, -0.2], [0.2, -0.1, 0.0], [0.1, -0.1, 0.6], [0.7, -0.3, -0.3], [-0.1, -0.3, -0.1], [0.0, -0.4, -0.1], [0.8, -0.4, 0.6], [-0.5, 0.6, -0.1], [-0.9, 1.0, 1.3], [-0.1, -1.0, -0.8], [1.1, 0.4, -0.7], [-0.2, -0.3, 2.6], [0.1, 0.3, -0.8], [0.0, 0.9, -0.4], [-0.7, 0.0, 0.4], [0.2, -0.1, -0.5], [0.2, 0.3, -0.1], [-0.1, -0.1, -0.2], [0.1, 0.2, 0.6], [0.1, -0.3, -0.7], [0.0, -0.3, 0.1], [-0.3, 0.3, -0.1], [0.0, -0.2, -0.1], [0.6, -0.4, -0.4], [-0.7, 0.1, -0.1], [0.4, -0.3, 0.0], [-0.4, -0.6, 0.0], [0.5, 0.2, 0.2], [0.0, -0.1, -0.2], [0.0, -0.1, -0.6], [0.6, -1.0, -1.3], [-1.9, 0.0, 1.0], [2.1, 0.5, 0.0], [-1.0, 1.1, -0.7], [-1.8, -0.9, 0.3], [1.5, 0.5, -0.3], [-0.8, -0.3, 1.4], [0.4, -0.1, -1.0], [-1.1, 1.2, -0.6], [0.5, 0.0, 0.3], [-0.1, -0.3, 0.5], [0.1, 0.5, 0.2], [-0.7, 0.2, -0.3], [0.0, -0.5, 0.6], [-0.2, -0.5, 0.2], [0.0, 0.6, 0.0], [0.0, 0.0, -0.2], [0.6, 0.0, 0.0], [0.3, 0.4, 0.2], [0.5, -0.6, 0.3], [0.2, -0.1, -0.3], [-0.1, -0.7, -0.2], [0.0, 0.0, 0.2], [0.6, -0.2, 0.4], [1.3, -0.6, -0.4], [-1.7, 1.1, 1.0], [0.0, 0.3, 0.9], [0.2, 1.2, -0.8], [-0.7, -0.1, 0.1], [1.4, -1.1, 0.9], [-0.4, 0.2, 0.8], [0.0, 0.8, -0.7], [-1.3, 0.5, -0.2], [0.3, 0.2, -0.8], [-0.3, -0.5, 0.2], [-0.4, -0.7, -0.8], [0.2, -0.2, 0.3], [0.8, -0.2, -0.5], [0.0, -0.3, 0.1], [0.0, -0.3, 0.1], [-0.2, 0.8, -0.2], [-0.3, -0.1, 0.0], [0.2, -0.2, -0.1], [-0.1, -0.1, -0.2], [0.3, 0.0, 0.1], [0.0, -0.1, 0.4], [0.4, -0.3, -0.3], [0.3, -0.2, 0.2], [0.2, 1.0, -0.5], [0.1, -0.4, -0.1], [-1.3, 1.4, 1.1], [-0.3, -0.2, -1.1], [0.5, 0.0, 1.9], [-0.6, 1.8, -0.7], [0.8, 0.2, -0.1], [0.9, -0.9, 0.7], [-0.5, -1.4, 1.0], [0.3, -0.1, -0.2], [-0.3, -0.7, 0.5], [-0.3, 0.2, -0.2], [0.0, -0.9, 0.0], [0.2, -0.1, -0.1], [0.7, 0.6, 0.0], [-0.3, -0.3, -0.5], [0.2, 0.0, 0.1], [0.1, 0.1, -0.1], [0.2, -0.5, 0.4], [-0.4, 0.1, -0.1], [0.1, -0.2, -0.3], [-0.6, 0.7, -0.7], [0.2, 0.3, -0.2], [0.1, -0.1, -0.2], [0.1, 0.2, 0.8], [-1.8, 0.1, 0.2], [2.1, 0.9, 1.2], [-1.7, -0.1, -0.5], [0.7, -1.6, -1.0], [-0.6, 0.0, 1.7], [-0.2, 1.9, -0.2], [0.8, -0.5, -0.3], [0.0, 1.4, -0.2], [0.4, -0.4, -0.3], [0.0, -0.2, 0.4], [0.2, -0.1, -0.2], [0.4, -0.6, -0.8], [-0.4, 0.1, -0.2], [0.4, 0.5, -0.5], [0.2, -0.1, 0.3], [-0.1, 0.0, 0.3], [0.2, -0.1, 1.1], [-0.1, -0.3, -1.0], [0.8, 0.0, -0.5], [-0.4, -0.1, -0.1], [-0.4, -0.3, 0.8], [-0.9, -0.6, -0.2], [0.6, -0.6, -0.4], [0.6, -0.5, -0.3], [0.1, -0.5, -0.1], [0.0, 1.0, -0.1], [-0.3, -1.2, -0.2], [1.7, -0.3, 0.2], [0.9, 0.4, 0.6], [0.0, 0.9, 1.1], [-1.3, -1.3, -0.9], [0.3, -0.3, 0.3], [-0.2, -0.2, -0.6], [0.1, -0.1, 0.4], [0.0, 0.1, 0.4], [-0.4, 0.2, 0.3], [0.2, 0.2, 0.1], [-0.4, 0.4, 0.0], [-0.9, 0.3, -0.5], [0.4, 0.2, -0.1], [-0.2, 0.0, -0.5], [0.4, -0.2, -0.6], [-0.8, 0.3, -0.5], [-0.4, -0.1, 0.6], [0.1, -0.4, 0.2], [0.0, 0.2, -0.5], [0.0, 0.4, -0.2], [0.6, 0.3, -0.3], [-0.1, 0.3, -0.5], [-0.4, 0.3, -0.5], [0.6, -0.1, 0.6], [0.1, 0.2, 0.2], [-0.6, 0.1, -0.6], [-0.2, -1.0, 0.3], [-0.4, -0.1, 0.4], [-0.1, 0.1, 0.1], [-0.1, -0.1, 0.3], [0.1, -0.2, 0.0], [0.4, 0.1, -0.1], [0.2, 1.0, -0.6], [-0.1, -0.5, 0.8], [-0.3, 0.2, -0.6], [0.3, 0.0, 1.4], [-0.2, -0.1, -0.1], [-0.6, -0.2, 0.3], [0.2, -0.4, -0.4], [0.8, -0.1, -0.8], [-0.3, 0.2, 0.2], [0.1, 0.3, 0.2], [0.4, 0.2, 0.0], [-0.6, -0.5, -0.5], [-0.5, -0.7, 1.6], [0.3, -3.1, -1.4], [-1.2, 2.6, 0.8], [1.4, 0.6, 0.1], [0.4, 0.6, -0.3], [0.2, -0.2, 0.1], [-0.4, 0.6, -0.5], [-0.5, -0.1, -0.1], [-0.5, -0.5, -0.1], [0.4, 0.2, -0.1], [0.5, 0.2, -0.2], [0.1, -0.1, 0.0], [1.2, -1.4, 0.5], [0.7, 0.9, 0.3], [-0.8, -1.1, -0.1], [-0.4, 0.3, -0.4], [0.0, 0.6, -0.3], [0.0, 0.3, 0.2], [-0.1, -0.3, -0.3], [0.2, 0.7, 0.4], [-0.3, -0.4, -0.3], [0.1, 0.3, 0.2], [-0.6, 0.0, 0.3], [-0.1, 0.2, -0.6]]}


(2)
{"formula": "C9H10O2", "method": "ωB97M-V with the def2-TZVPD basis set", "gap_ev": [6.9, 6.9], "e_homo_ev": [-7.70, -7.70], "lumo_ha": [-0.0279, -0.0279], "charge": 0, "spin_multiplicity": 1, "smiles": "CC1=C(C)OC(C=O)=CC=C1", "elements": ["C", "C", "C", "C", "O", "C", "C", "O", "C", "C", "C", "H", "H", "H", "H", "H", "H", "H", "H", "H", "H"], "positions_angstrom": [[-2.679, -0.455, 0.416], [-1.214, -0.418, 0.216], [-0.552, 0.816, 0.164], [-1.231, 2.137, -0.089], [0.974, 0.955, 0.006], [2.072, 0.048, 0.120], [3.335, 0.734, 0.290], [4.438, 0.203, 0.222], [2.010, -1.234, -0.288], [0.808, -1.941, -0.462], [-0.463, -1.676, -0.163], [-3.085, 0.480, 0.373], [-3.010, -0.917, 1.382], [-3.177, -1.059, -0.496], [-2.080, 2.032, -0.762], [-0.462, 2.928, -0.448], [-1.562, 2.717, 0.802], [3.246, 1.822, 0.494], [2.932, -1.889, -0.369], [0.907, -2.851, -1.115], [-1.205, -2.432, -0.295]], "forces_ev_per_a": [[-0.7, -3.9, -1.4], [3.9, 2.4, 0.1], [0.9, -2.7, -0.5], [1.9, 2.1, 0.7], [-1.8, 0.1, 0.4], [-2.1, -0.8, -1.4], [1.8, 0.5, 0.4], [-1.4, 0.4, 0.1], [2.0, 0.4, 1.1], [-1.5, -2.2, -2.0], [-1.4, 1.6, 0.8], [-1.1, 2.5, 0.0], [0.4, 0.1, -0.9], [1.0, 1.1, 2.1], [0.2, 0.1, -0.1], [-1.1, -1.7, -0.1], [-0.1, -1.0, -0.1], [0.0, -0.2, -0.1], [-0.9, 1.4, 0.2], [0.1, 0.5, 1.2], [-0.1, -0.8, -0.5]]}


(3)
{"formula": "C5H7NO", "method": "ωB97M-V with the def2-TZVPD basis set", "gap_ev": 9.0, "e_homo_ev": -8.06, "lumo_ha": 0.0330, "charge": 0, "spin_multiplicity": 1, "elements": ["C", "C", "C", "O", "C", "N", "C", "H", "H", "H", "H", "H", "H", "H"], "positions_angstrom": [[0.801, -1.545, 0.600], [-0.307, -0.999, 1.083], [-0.568, 0.478, 1.190], [0.433, 1.298, 0.596], [0.275, 1.611, -0.721], [0.186, 0.758, -1.649], [0.292, -0.097, -2.549], [1.613, -0.933, 0.220], [0.931, -2.623, 0.564], [-1.110, -1.631, 1.464], [-0.581, 0.770, 2.247], [-1.550, 0.733, 0.765], [0.274, 2.674, -0.945], [-0.689, -0.495, -2.865]], "forces_ev_per_a": [[-0.1, 0.1, 0.1], [0.1, -0.1, -0.1], [-0.1, -0.1, 0.1], [0.1, 0.0, -0.1], [0.0, 0.0, -0.3], [0.1, -0.2, -0.1], [-0.2, 0.3, 0.4], [-0.1, -0.1, 0.0], [-0.1, 0.2, 0.0], [0.1, 0.1, 0.0], [-0.1, -0.1, -0.1], [0.1, -0.1, 0.0], [0.0, -0.1, 0.0], [0.1, 0.1, 0.1]]}